# 1
Density functional theory data (ωB97M-V with the def2-TZVPD basis set) for a cluster of 2 separate species, C28H32NO3 in total.

Summary:
HOMO level ... -8.75 eV
Relative energy (zero: lowest compared OMol25 entry of this formula, charge and spin) ... 28.0 kJ/mol
Electronic energy ... -1366.3133 Ha

```
! wB97M-V def2-TZVPD RIJCOSX def2/J DEFGRID3
* xyz 1 1
C 6.067 -1.713 3.313
O 5.357 -0.453 3.273
C 3.999 -0.458 3.264
C 3.369 0.812 3.203
C 2.000 0.905 3.105
C 1.197 -0.279 3.038
C -0.206 -0.184 2.901
O -0.964 -1.255 2.871
C -2.364 -1.060 3.197
C 1.843 -1.541 3.136
C 3.214 -1.634 3.254
H 7.117 -1.424 3.320
H 5.818 -2.271 4.230
H 5.843 -2.319 2.421
H 4.015 1.684 3.235
H 1.509 1.878 3.127
H -0.727 0.777 2.956
H -2.814 -2.050 3.306
H -2.435 -0.498 4.138
H -2.862 -0.502 2.392
H 1.214 -2.434 3.178
H 3.685 -2.616 3.332
C 2.404 5.233 -1.053
O 2.903 3.889 -0.883
C 2.190 2.881 -1.447
C 2.715 1.576 -1.287
C 1.997 0.492 -1.709
C 0.649 0.623 -2.147
C -0.149 -0.569 -2.318
C -1.516 -0.686 -2.091
N -2.201 -1.804 -2.454
C -1.556 -2.892 -3.170
C -2.567 -4.055 -3.199
C -3.780 -3.609 -2.364
C -3.467 -2.189 -1.848
C -2.229 0.364 -1.307
C -1.675 0.820 -0.096
C -2.303 1.828 0.644
C -3.494 2.400 0.175
C -4.055 1.943 -1.024
C -3.431 0.923 -1.759
C 0.187 1.941 -2.415
C 0.936 3.051 -2.086
H 3.164 5.856 -0.583
H 2.305 5.483 -2.123
H 1.431 5.363 -0.548
H 3.692 1.482 -0.812
H 2.435 -0.506 -1.669
H 0.392 -1.436 -2.696
H -1.264 -2.617 -4.193
H -0.639 -3.212 -2.651
H -2.878 -4.272 -4.227
H -2.118 -4.970 -2.796
H -4.688 -3.593 -2.979
H -3.972 -4.282 -1.519
H -3.384 -2.190 -0.745
H -4.281 -1.496 -2.097
H -0.731 0.392 0.258
H -1.853 2.176 1.578
H -3.986 3.192 0.746
H -4.973 2.384 -1.404
H -3.855 0.590 -2.710
H -0.785 2.071 -2.903
H 0.555 4.058 -2.281
*
```

# 2
Density functional theory data (ωB97M-V with the def2-TZVPD basis set) for a cluster of 2 separate species, C5H13O in total.

Summary:
HOMO level ... -15.00 eV
Relative energy (zero: lowest compared OMol25 entry of this formula, charge and spin) ... 185.6 kJ/mol
Electronic energy ... -273.1495 Ha

```
! wB97M-V def2-TZVPD RIJCOSX def2/J DEFGRID3
* xyz 1 1
C 0.844 -1.292 -1.081
C 1.242 -0.855 1.450
C -1.279 0.949 -1.306
C -0.665 1.638 0.872
C 0.402 -0.943 0.321
O -0.246 1.098 -0.342
H 0.317 -0.849 -1.872
H 0.631 -2.439 -1.217
H 1.865 -1.129 -1.279
H 1.412 -1.987 1.697
H 0.665 -0.573 2.400
H 2.253 -0.616 1.260
H -2.109 0.201 -1.005
H -1.575 1.938 -1.528
H -0.885 0.642 -2.313
H -1.570 2.322 0.659
H -0.662 0.912 1.673
H 0.126 2.353 1.139
H -0.767 -1.369 0.471
*
```

The following frontier orbital gap values (in eV) correspond, in order, to the records above: 3.816; 9.621.